No. 1
Entry from the Open Molecules 2025 dataset: a structure of composition C20H29N4O7Pb (ωB97M-V with the def2-TZVPD basis set).

Computed properties:
total charge	+1
HOMO-LUMO gap	8.691	eV
HOMO	-11.4568	eV

CARTESIAN COORDINATES (ANGSTROEM)
Pb: 0.677 0.032 -0.220
O: 1.633 0.986 -4.786
C: 1.390 0.993 -3.483
O: 1.987 0.282 -2.704
C: 0.345 1.966 -3.063
C: -0.160 2.950 -3.904
C: -1.070 3.863 -3.377
C: -1.439 3.753 -2.048
C: -0.880 2.733 -1.276
N: -0.018 1.874 -1.784
C: -1.211 2.588 0.226
O: -2.098 3.289 0.671
O: -0.499 1.755 0.863
H: 2.364 0.374 -4.983
H: 0.175 3.006 -4.928
H: -1.465 4.658 -3.995
H: -2.131 4.432 -1.575
C: -3.053 -1.127 -4.391
N: -1.962 -1.624 -3.588
C: -1.009 -2.450 -4.308
C: -1.683 -1.277 -2.326
O: -0.624 -1.608 -1.800
C: -2.730 -0.475 -1.537
O: -2.186 0.002 -0.331
C: -2.734 -0.423 0.899
C: -1.728 -1.237 1.724
O: -0.593 -1.467 1.299
N: -2.116 -1.725 2.904
C: -3.352 -1.438 3.592
C: -1.228 -2.608 3.638
H: -3.475 -1.946 -4.974
H: -3.839 -0.690 -3.786
H: -2.681 -0.371 -5.090
H: -1.532 -3.289 -4.766
H: -0.508 -1.873 -5.087
H: -0.269 -2.821 -3.603
H: -3.041 0.408 -2.110
H: -3.611 -1.106 -1.363
H: -2.988 0.488 1.455
H: -3.641 -1.019 0.738
H: -3.945 -0.704 3.059
H: -3.934 -2.354 3.720
H: -3.119 -1.043 4.584
H: -0.351 -2.815 3.030
H: -0.918 -2.151 4.579
H: -1.749 -3.542 3.857
C: 3.763 0.621 4.600
C: 4.331 0.192 3.242
C: 4.861 -1.248 3.293
C: 5.418 1.165 2.765
C: 3.267 0.218 2.278
N: 2.436 0.218 1.489
H: 4.558 0.632 5.340
H: 2.991 -0.071 4.928
H: 3.330 1.617 4.538
H: 5.682 -1.308 4.002
H: 5.221 -1.561 2.316
H: 4.078 -1.934 3.608
H: 6.243 1.162 3.472
H: 5.024 2.175 2.692
H: 5.796 0.871 1.788

Cartesian forces (eV/Å) of the 3 atoms listed first:
-0.736 -0.386 -0.330
-0.050 0.132 -0.546
0.535 -0.500 0.306

No. 2
Entry from the Open Molecules 2025 dataset: the molecule CH2Cl2FPS (ωB97M-V with the def2-TZVPD basis set).

Computed properties:
HOMO-LUMO gap	9.904	eV
HOMO	-9.8729	eV
SMILES	FCP(=S)(Cl)Cl

CARTESIAN COORDINATES (ANGSTROEM)
F: 1.342 1.478 0.054
C: 0.958 0.168 -0.019
P: -0.807 -0.013 -0.257
S: -1.943 0.684 -1.681
Cl: -1.595 0.483 1.607
Cl: -0.768 -2.111 -0.100
H: 1.584 -0.496 -0.664
H: 1.230 -0.194 1.060

Cartesian forces (eV/Å) of the 3 atoms listed first:
0.086 0.414 -0.956
2.219 -0.846 2.880
-2.677 -0.848 -0.110

No. 3
Entry from the Open Molecules 2025 dataset: the ion CH5N2O with charge +1 (ωB97M-V with the def2-TZVPD basis set).

Computed properties:
total charge	+1
HOMO-LUMO gap	10.911	eV
HOMO	-15.3408	eV
SMILES	[NH3+][C@@H]1NO1

CARTESIAN COORDINATES (ANGSTROEM)
N: 0.946 -0.176 0.082
C: -0.430 -0.145 -0.572
N: -1.340 0.754 0.090
O: -1.382 -0.618 0.262
H: 1.708 0.172 -0.536
H: 0.943 -1.257 0.264
H: 0.839 0.284 0.956
H: -0.447 -0.365 -1.633
H: -0.836 1.351 1.088

Cartesian forces (eV/Å) of the 3 atoms listed first:
-1.151 -3.839 -1.743
-0.090 1.904 0.810
1.303 4.287 1.717

No. 4
Entry from the Open Molecules 2025 dataset: a structure of composition C44H38GeN4OP2RhSe2 (ωB97M-V with the def2-TZVPD basis set).

Computed properties:
multiplicity	5
total charge	+3
expectation value of S²	6.028
HOMO-LUMO gap (spin up / spin down)	7.489 / 5.000	eV
HOMO (spin up / spin down)	-16.0916 / -15.8731	eV

CARTESIAN COORDINATES (ANGSTROEM)
Rh: -1.872 1.301 0.139
O: -1.870 2.840 -1.518
C: -2.157 4.157 -0.955
C: -3.259 4.003 0.036
C: -4.251 4.948 0.177
C: -5.216 4.770 1.155
C: -5.163 3.646 1.966
C: -4.150 2.737 1.765
N: -3.208 2.910 0.815
H: -1.100 2.938 -2.089
H: -2.438 4.847 -1.741
H: -1.267 4.523 -0.454
H: -4.267 5.817 -0.471
H: -6.008 5.500 1.280
H: -5.899 3.474 2.739
H: -4.065 1.853 2.379
Se: 4.697 3.495 -0.105
P: 4.090 1.456 0.479
C: 4.747 0.972 2.049
C: 6.119 0.714 2.153
C: 6.655 0.388 3.389
C: 5.832 0.331 4.511
C: 4.475 0.615 4.410
C: 3.926 0.941 3.178
C: 4.518 0.303 -0.807
C: 4.196 0.657 -2.121
C: 4.545 -0.187 -3.161
C: 5.225 -1.372 -2.899
C: 5.550 -1.723 -1.594
C: 5.204 -0.885 -0.542
C: 2.297 1.701 0.573
C: 1.098 1.014 0.746
N: 0.123 1.936 0.522
N: 0.661 3.110 0.211
N: 1.963 2.979 0.256
P: 0.490 -0.647 1.050
Se: -1.557 -0.265 1.885
C: 0.497 -1.451 -0.541
C: 0.935 -2.775 -0.634
C: 1.059 -3.365 -1.886
C: 0.746 -2.644 -3.029
C: 0.283 -1.332 -2.934
C: 0.155 -0.737 -1.695
C: 1.452 -1.564 2.205
C: 2.760 -1.889 1.852
C: 3.541 -2.611 2.733
C: 3.015 -3.016 3.957
C: 1.712 -2.689 4.311
C: 0.919 -1.961 3.435
H: 6.767 0.779 1.284
H: 7.717 0.196 3.481
H: 6.258 0.077 5.475
H: 3.847 0.600 5.295
H: 2.870 1.181 3.101
H: 3.696 1.599 -2.328
H: 4.315 0.094 -4.183
H: 5.527 -2.013 -3.720
H: 6.093 -2.640 -1.396
H: 5.490 -1.146 0.470
H: 1.180 -3.340 0.258
H: 1.401 -4.391 -1.964
H: 0.857 -3.106 -4.004
H: 0.036 -0.777 -3.832
H: -0.165 0.291 -1.644
H: 3.151 -1.600 0.889
H: 4.563 -2.868 2.468
H: 3.625 -3.604 4.637
H: 1.310 -3.003 5.269
H: -0.093 -1.708 3.721
Ge: -3.865 -0.204 -0.340
C: -4.736 0.789 -1.718
C: -4.147 1.168 -2.935
C: -4.954 1.673 -3.937
C: -6.324 1.833 -3.711
C: -6.896 1.489 -2.488
C: -6.102 0.991 -1.465
C: -3.338 -2.011 -0.645
C: -2.955 -2.484 -1.903
C: -2.681 -3.835 -2.079
C: -2.781 -4.713 -1.006
C: -3.164 -4.252 0.249
C: -3.441 -2.901 0.434
H: -4.775 -0.230 0.905
H: -3.084 1.051 -3.104
H: -4.526 1.940 -4.898
H: -6.947 2.246 -4.493
H: -7.960 1.622 -2.324
H: -6.547 0.736 -0.509
H: -2.908 -1.814 -2.754
H: -2.411 -4.208 -3.061
H: -2.582 -5.768 -1.154
H: -3.283 -4.948 1.071
H: -3.779 -2.557 1.407

Cartesian forces (eV/Å) of the 3 atoms listed first:
0.307 1.163 -0.054
-0.196 0.205 0.236
0.006 -0.190 -0.062

No. 5
Entry from the Open Molecules 2025 dataset: a cluster of 13 separate species, CH27O13 in total (ωB97M-V with the def2-TZVPD basis set).

Computed properties:
total charge	-1
HOMO-LUMO gap	4.614	eV
HOMO	-2.6792	eV

CARTESIAN COORDINATES (ANGSTROEM)
C: 0.202 -0.272 -0.445
O: 1.038 0.404 0.470
H: 0.177 0.119 -1.462
H: 0.255 -1.361 -0.441
H: -0.846 -0.127 -0.183
O: -1.108 1.040 6.380
H: -0.276 1.031 6.854
H: -0.959 0.475 5.622
O: 2.851 4.492 4.241
H: 2.775 3.779 3.607
H: 2.085 5.041 4.078
O: -6.007 1.069 2.615
H: -5.839 0.741 3.498
H: -6.092 0.281 2.078
O: 4.406 -4.250 -1.096
H: 5.289 -3.885 -1.031
H: 3.838 -3.487 -1.198
O: 1.759 -2.540 -6.261
H: 1.113 -1.901 -6.562
H: 2.271 -2.071 -5.602
O: -1.847 4.044 2.717
H: -2.655 3.649 3.046
H: -1.262 3.302 2.564
O: 3.802 -1.961 4.044
H: 3.356 -2.605 3.494
H: 3.346 -1.138 3.868
O: 1.236 5.198 -2.730
H: 0.701 4.583 -2.228
H: 0.849 6.055 -2.550
O: -0.797 -5.245 -3.316
H: -0.833 -4.550 -2.658
H: -0.503 -4.804 -4.114
O: -3.417 0.135 -6.186
H: -3.865 -0.674 -6.434
H: -3.595 0.231 -5.250
O: -6.515 -2.436 -0.087
H: -7.083 -2.335 -0.851
H: -5.753 -2.914 -0.415
O: 6.134 1.134 0.331
H: 5.224 1.203 0.619
H: 6.544 0.549 0.969

Cartesian forces (eV/Å) of the 3 atoms listed first:
0.356 1.606 2.122
-0.554 -0.934 -1.171
0.663 -0.036 -0.844

No. 6
Entry from the Open Molecules 2025 dataset: a structure of composition C6H8N2 (ωB97M-V with the def2-TZVPD basis set).

Computed properties:
HOMO-LUMO gap	8.779	eV
HOMO	-8.2243	eV

CARTESIAN COORDINATES (ANGSTROEM)
C: 0.718 1.863 -1.142
C: 0.173 0.370 -1.617
C: -0.875 -0.204 -0.578
C: 0.978 -0.811 1.485
C: -0.453 -1.222 1.690
C: -1.475 -1.702 1.981
H: 0.330 2.376 -2.156
H: 1.875 1.782 -1.321
H: 0.454 2.239 -0.201
H: 0.099 0.055 -2.663
H: -1.098 0.197 0.478
H: -1.838 -1.037 -0.415
H: 1.840 -1.172 2.286
H: -2.683 -1.693 2.571
N: 0.583 -0.608 -0.660
N: 1.373 -0.433 0.263

Cartesian forces (eV/Å) of the 3 atoms listed first:
1.241 -2.380 -7.357
-0.714 2.128 3.643
-1.436 -1.857 1.908

No. 7
Entry from the Open Molecules 2025 dataset: a cluster of 2 separate species, C7H14NO8 in total (ωB97M-V with the def2-TZVPD basis set).

Computed properties:
total charge	-1
HOMO-LUMO gap	7.386	eV
HOMO	-4.9886	eV

CARTESIAN COORDINATES (ANGSTROEM)
C: 1.875 1.524 1.363
C: 1.732 0.412 0.328
O: 2.943 -0.315 0.294
C: 0.558 -0.523 0.624
O: -0.540 0.251 1.143
N: -1.760 -0.478 1.026
C: -2.688 0.347 0.255
C: -2.089 0.802 -1.076
O: -1.322 1.996 -1.006
C: -2.129 -0.849 2.342
O: -1.470 -1.583 3.017
O: -3.352 -0.387 2.765
H: 1.702 1.162 2.383
H: 2.903 1.897 1.316
H: 1.200 2.357 1.146
H: 1.540 0.853 -0.660
H: 2.783 -1.077 -0.292
H: 0.248 -1.020 -0.298
H: 0.864 -1.288 1.348
H: -3.012 1.245 0.806
H: -3.561 -0.277 0.043
H: -1.479 0.006 -1.516
H: -2.932 0.986 -1.755
H: -1.224 2.250 -0.083
H: -3.328 0.578 2.794
C: 2.136 -1.636 -3.069
O: 1.619 -1.502 -4.193
O: 3.474 -2.107 -3.081
O: 1.673 -1.427 -1.935
H: 3.633 -2.198 -4.029

Cartesian forces (eV/Å) of the 3 atoms listed first:
0.259 -0.038 -0.008
-0.241 0.331 -0.110
-0.206 -0.271 0.396

No. 8
Entry from the Open Molecules 2025 dataset: a cluster of 9 separate species, C36H47N7O6 in total (ωB97M-V with the def2-TZVPD basis set).

Computed properties:
HOMO-LUMO gap	8.412	eV
HOMO	-7.9007	eV
SMILES	C[C@H]1COC(=O)O1.C[C@H]1COC(=O)O1.c1cc[nH]c1.c1cc[nH]c1.c1cc[nH]c1.c1cc[nH]c1.c1cc[nH]c1.c1cc[nH]c1.c1cc[nH]c1

CARTESIAN COORDINATES (ANGSTROEM)
C: 1.751 -0.051 -0.402
C: 0.668 -1.114 -0.349
C: 0.388 -1.487 1.076
O: -1.012 -1.264 1.157
C: -1.489 -0.675 0.104
O: -2.619 -0.182 0.078
O: -0.488 -0.484 -0.788
H: 2.714 -0.505 -0.167
H: 1.580 0.711 0.358
H: 1.819 0.382 -1.400
H: 0.900 -2.009 -0.927
H: 0.953 -0.800 1.706
H: 0.648 -2.533 1.241
C: -1.862 3.046 0.418
C: -2.720 3.128 -0.842
C: -3.902 4.008 -0.977
O: -3.673 4.703 -2.241
C: -2.415 4.597 -2.576
O: -1.888 5.184 -3.514
O: -1.865 3.588 -1.945
H: -1.048 2.342 0.249
H: -2.358 2.557 1.257
H: -1.491 4.050 0.622
H: -3.023 2.121 -1.131
H: -4.047 4.730 -0.173
H: -4.831 3.452 -1.098
C: -6.892 1.628 -0.929
C: -7.274 1.961 0.405
C: -6.208 1.695 1.251
N: -5.176 1.179 0.525
C: -5.565 1.089 -0.816
H: -7.442 1.596 -1.857
H: -8.239 2.335 0.714
H: -6.140 1.781 2.326
H: -4.237 0.972 0.835
H: -4.978 0.685 -1.627
C: 4.719 -0.976 2.832
C: 6.075 -0.998 2.470
C: 6.745 -0.316 3.466
N: 5.851 0.027 4.445
C: 4.646 -0.407 4.113
H: 3.897 -1.433 2.301
H: 6.543 -1.459 1.613
H: 7.786 -0.057 3.585
H: 6.088 0.530 5.289
H: 3.863 -0.230 4.836
C: 4.774 -0.383 -3.061
C: 4.059 0.485 -3.885
C: 2.821 -0.060 -4.152
N: 2.771 -1.300 -3.611
C: 4.008 -1.537 -3.016
H: 5.791 -0.252 -2.724
H: 4.361 1.433 -4.305
H: 2.039 0.389 -4.746
H: 2.004 -1.955 -3.562
H: 4.285 -2.542 -2.734
C: -1.546 -2.824 -3.465
C: -0.566 -1.942 -3.910
C: -0.315 -2.210 -5.177
N: -1.124 -3.253 -5.610
C: -1.909 -3.643 -4.557
H: -1.951 -2.810 -2.464
H: -0.094 -1.126 -3.383
H: 0.379 -1.714 -5.838
H: -1.057 -3.720 -6.503
H: -2.508 -4.538 -4.635
C: -1.908 0.666 3.945
C: -2.984 -0.195 3.619
C: -3.586 -0.564 4.767
N: -2.995 0.109 5.828
C: -2.014 0.908 5.299
H: -1.269 1.130 3.208
H: -3.290 -0.599 2.665
H: -4.365 -1.306 4.872
H: -3.236 -0.060 6.795
H: -1.435 1.555 5.942
C: 1.248 2.438 3.916
C: 0.487 3.584 4.065
C: 0.741 4.270 2.886
N: 1.740 3.724 2.163
C: 1.926 2.500 2.733
H: 1.203 1.689 4.693
H: -0.163 3.888 4.873
H: 0.306 5.191 2.525
H: 2.020 4.046 1.248
H: 2.577 1.770 2.276
C: 2.122 -4.702 -1.088
C: 1.438 -4.266 -2.165
C: 2.120 -4.509 -3.362
N: 3.197 -5.227 -3.016
C: 3.126 -5.436 -1.599
H: 1.997 -4.498 -0.035
H: 0.450 -3.835 -2.226
H: 1.683 -4.295 -4.326
H: 3.982 -5.564 -3.555
H: 3.907 -6.006 -1.119

Cartesian forces (eV/Å) of the 3 atoms listed first:
0.646 -0.626 -0.348
2.130 0.583 -0.044
0.245 -0.257 -0.311

No. 9
Entry from the Open Molecules 2025 dataset: the molecule C4H9NOS (ωB97M-V with the def2-TZVPD basis set).

Computed properties:
HOMO-LUMO gap	9.680	eV
HOMO	-8.8868	eV

CARTESIAN COORDINATES (ANGSTROEM)
C: -0.360 -1.264 -0.371
C: -1.425 -0.884 0.671
C: 1.594 0.084 -0.045
C: 2.191 1.319 -0.049
N: 0.437 -0.038 -0.479
O: -3.459 0.165 -0.911
S: -2.635 0.503 0.310
H: 0.237 -2.179 -0.235
H: -0.840 -1.485 -1.335
H: -2.210 -1.567 0.645
H: -1.116 -0.603 1.695
H: 2.085 -0.697 0.500
H: 2.776 1.507 0.876
H: 1.582 2.200 -0.231
H: 2.954 1.371 -0.787
H: -1.814 1.567 -0.252

Cartesian forces (eV/Å) of the 3 atoms listed first:
0.350 1.202 -0.207
0.340 1.446 -0.557
-1.997 -2.886 0.899

No. 10
Entry from the Open Molecules 2025 dataset: a cluster of 5 separate species, C31H48Cl16FN4O2 in total (ωB97M-V with the def2-TZVPD basis set).

Computed properties:
total charge	+1
HOMO-LUMO gap	7.504	eV
HOMO	-11.3538	eV

CARTESIAN COORDINATES (ANGSTROEM)
C: -2.344 2.412 1.145
C: -3.042 2.502 0.139
C: -3.520 2.648 -1.358
C: -2.292 2.954 -2.360
C: -0.988 3.440 -1.610
N: 0.081 3.986 -2.532
C: 0.909 4.813 -1.655
C: 1.609 5.769 -1.321
C: 0.869 2.930 -3.121
N: 0.819 1.553 -2.655
C: 0.062 0.675 -3.610
C: -0.888 -0.384 -2.857
C: 0.088 -1.581 -2.396
C: -0.641 -2.450 -1.275
C: -0.045 -2.115 0.171
C: -0.791 -3.052 1.216
C: -0.302 -2.898 2.739
C: 0.751 -1.737 2.996
C: 0.681 -1.399 4.576
C: 1.482 -0.074 4.961
C: 0.381 1.057 5.283
O: -0.491 1.236 4.156
C: -1.842 1.569 4.581
N: 1.655 3.284 -4.126
F: 1.636 4.571 -4.548
C: 2.581 2.391 -4.855
C: 4.102 2.908 -4.648
C: 5.017 2.511 -5.894
C: 5.319 0.948 -5.982
N: 5.340 0.389 -7.349
C: 6.515 0.827 -8.140
C: 4.081 0.581 -8.051
C: 4.002 1.479 -9.372
O: 3.081 0.006 -7.627
H: -1.592 2.434 1.984
H: -4.101 1.728 -1.659
H: -4.264 3.508 -1.362
H: -2.622 3.788 -3.054
H: -2.168 2.021 -2.983
H: -0.574 2.683 -0.867
H: -1.304 4.327 -0.966
H: 2.320 6.454 -0.807
H: 1.766 1.203 -2.475
H: -0.585 1.267 -4.343
H: 0.817 0.130 -4.266
H: -1.696 -0.766 -3.562
H: -1.325 0.151 -1.956
H: 0.978 -1.080 -1.901
H: 0.408 -2.179 -3.297
H: -1.764 -2.306 -1.260
H: -0.443 -3.548 -1.470
H: -0.142 -1.008 0.426
H: 1.067 -2.359 0.133
H: -0.622 -4.130 0.908
H: -1.895 -2.778 1.169
H: 0.125 -3.887 3.092
H: -1.214 -2.674 3.366
H: 0.515 -0.764 2.475
H: 1.814 -2.096 2.801
H: -0.421 -1.227 4.795
H: 0.992 -2.296 5.195
H: 2.079 -0.243 5.919
H: 2.145 0.244 4.104
H: 0.946 2.006 5.583
H: -0.172 0.720 6.225
H: -2.553 1.231 3.757
H: -2.153 1.029 5.523
H: -1.874 2.701 4.671
H: 2.345 2.379 -5.972
H: 2.573 1.323 -4.508
H: 4.501 2.329 -3.745
H: 4.162 3.997 -4.364
H: 6.014 3.033 -5.718
H: 4.563 2.951 -6.831
H: 4.630 0.348 -5.298
H: 6.362 0.792 -5.543
H: 6.555 0.263 -9.130
H: 6.539 1.938 -8.359
H: 7.494 0.575 -7.618
H: 4.642 2.406 -9.305
H: 4.229 0.851 -10.297
H: 2.924 1.839 -9.454
C: -3.993 -4.781 3.538
Cl: -5.382 -5.781 4.001
Cl: -3.451 -3.838 4.937
Cl: -2.667 -5.822 2.985
Cl: -4.469 -3.679 2.229
C: -4.015 -4.219 8.857
Cl: -4.820 -4.772 7.379
Cl: -3.000 -2.812 8.477
Cl: -5.233 -3.765 10.064
Cl: -2.999 -5.522 9.502
C: 0.320 -0.742 9.643
Cl: 1.823 0.155 9.352
Cl: 0.530 -2.428 9.133
Cl: -0.076 -0.690 11.370
Cl: -0.999 -0.001 8.712
C: -9.094 -4.471 5.089
Cl: -8.330 -3.665 3.705
Cl: -8.491 -3.755 6.596
Cl: -10.853 -4.263 4.997
Cl: -8.701 -6.201 5.059

Cartesian forces (eV/Å) of the 3 atoms listed first:
-0.101 0.431 -0.851
1.275 -0.210 -0.615
-0.057 0.484 1.715

No. 11
Entry from the Open Molecules 2025 dataset: a cluster of 3 separate species, C4H16N2O2 in total (ωB97M-V with the def2-TZVPD basis set).

Computed properties:
HOMO-LUMO gap	9.322	eV
HOMO	-8.8577	eV
SMILES	NCCCCN.O.O

CARTESIAN COORDINATES (ANGSTROEM)
N: 2.325 -1.135 -1.656
C: 0.928 -0.762 -1.424
C: 0.892 0.483 -0.545
C: 1.458 0.200 0.847
C: 0.587 0.798 1.940
N: 0.638 2.253 2.010
H: 2.939 -0.939 -0.886
H: 2.419 -2.058 -2.032
H: 0.329 -1.533 -0.932
H: 0.527 -0.515 -2.405
H: -0.165 0.750 -0.479
H: 1.358 1.268 -1.146
H: 2.499 0.524 0.972
H: 1.503 -0.885 0.994
H: -0.422 0.480 1.691
H: 0.781 0.321 2.905
H: -0.253 2.607 2.320
H: 0.777 2.671 1.111
O: -4.061 0.322 1.395
H: -3.787 0.166 0.495
H: -4.113 1.287 1.389
O: -2.200 -1.872 -1.915
H: -2.233 -2.834 -1.975
H: -2.725 -1.598 -2.675

Cartesian forces (eV/Å) of the 3 atoms listed first:
-0.373 0.445 -0.372
0.836 0.361 0.113
-0.393 -0.409 -0.822